{
  "formula": "C21H24N4O4",
  "method": "ωB97M-V/def2-TZVPD",
  "fmax_ha_per_bohr": 0.024,
  "homo_ev": -7.785,
  "smiles": "COc1ccc(OC)c(NC(=O)CCCCCn2nnc3ccccc3c2=O)c1",
  "total_energy_ha": -1334.6053,
  "gap_ev": 7.86,
  "symbols": ["C", "H", "O", "C", "C", "C", "C", "C", "C", "H", "H", "O", "C", "H", "H", "H", "N", "C", "O", "C", "C", "C", "C", "H", "C", "N", "N", "N", "C", "C", "C", "C", "C", "C", "C", "O", "H", "H", "H", "H", "H", "H", "H", "H", "H", "H", "H", "H", "H", "H", "H", "H", "H"],
  "positions_angstrom": [[4.109, -0.049, 2.059], [4.243, -0.799, 1.272], [2.753, 0.272, 2.241], [2.074, 0.836, 1.202], [0.752, 1.195, 1.472], [-0.035, 1.764, 0.491], [0.489, 1.963, -0.804], [1.802, 1.622, -1.054], [2.599, 1.068, -0.059], [3.620, 0.819, -0.298], [2.230, 1.773, -2.032], [-0.383, 2.491, -1.726], [0.008, 2.474, -3.080], [0.277, 1.462, -3.394], [0.841, 3.159, -3.263], [-0.863, 2.813, -3.640], [-1.365, 2.144, 0.685], [-2.131, 2.041, 1.809], [-1.719, 1.682, 2.889], [-3.590, 2.401, 1.579], [-4.470, 1.144, 1.519], [-4.233, 0.284, 0.274], [-3.042, -0.662, 0.421], [-2.171, -0.108, 0.764], [-2.688, -1.350, -0.903], [-1.254, -1.490, -1.063], [-0.726, -0.824, -2.080], [0.489, -0.859, -2.343], [1.355, -1.582, -1.557], [2.716, -1.606, -1.878], [3.586, -2.319, -1.086], [3.126, -3.009, 0.038], [1.788, -3.002, 0.361], [0.890, -2.296, -0.439], [-0.545, -2.297, -0.169], [-1.117, -2.925, 0.694], [1.405, -3.531, 1.220], [3.826, -3.556, 0.652], [4.638, -2.344, -1.331], [3.053, -1.062, -2.746], [-3.138, -2.345, -0.952], [-3.024, -0.757, -1.756], [-3.257, -1.413, 1.181], [-4.078, 0.937, -0.589], [-5.128, -0.310, 0.076], [-4.292, 0.548, 2.415], [-5.514, 1.466, 1.532], [-3.714, 2.988, 0.667], [-3.912, 3.003, 2.430], [-1.797, 2.478, -0.166], [0.354, 1.025, 2.458], [4.444, -0.461, 3.010], [4.703, 0.839, 1.820]],
  "forces_ev_per_a": [[0.179, -0.032, -0.047], [0.001, 0.066, 0.035], [-0.319, 0.087, 0.055], [-0.030, 0.103, -0.276], [0.133, -0.126, 0.151], [0.181, -0.090, -0.063], [0.128, 0.015, -0.001], [-0.330, 0.253, -0.039], [0.231, -0.075, 0.389], [0.100, -0.052, 0.017], [-0.011, 0.011, -0.141], [-0.002, -0.093, 0.573], [0.018, -0.027, -0.290], [0.014, 0.060, 0.010], [-0.020, -0.021, 0.022], [0.090, -0.015, -0.023], [0.109, 0.204, -0.521], [-0.370, 0.422, -0.210], [0.075, -0.197, 0.226], [-0.027, -0.211, 0.273], [-0.046, 0.067, -0.240], [0.071, -0.120, 0.264], [-0.160, -0.023, -0.138], [0.038, -0.108, -0.006], [-0.366, 0.041, 0.273], [0.372, -0.579, 0.571], [-0.601, 0.571, -0.737], [0.459, 0.331, -0.697], [-0.027, -0.794, 0.971], [-0.132, -0.082, 0.009], [-0.021, 0.066, -0.152], [-0.126, -0.071, 0.105], [-0.007, -0.005, 0.029], [0.225, 0.271, -0.382], [0.142, 0.061, -0.260], [-0.054, -0.049, 0.150], [-0.020, -0.063, 0.080], [0.043, -0.044, 0.054], [0.068, 0.012, -0.032], [0.036, 0.083, -0.108], [0.011, 0.085, -0.054], [0.074, -0.098, 0.065], [0.041, 0.043, 0.031], [-0.042, 0.028, -0.109], [-0.039, 0.030, -0.103], [-0.067, 0.005, 0.084], [0.022, -0.009, 0.083], [-0.029, 0.040, -0.020], [0.102, 0.050, -0.057], [-0.092, -0.024, 0.208], [-0.047, 0.015, 0.058], [0.037, 0.014, -0.077], [-0.017, -0.025, -0.007]]
}



{
  "formula": "C21H24N5O2Sn",
  "method": "ωB97M-V/def2-TZVPD",
  "charge": 1,
  "fmax_ha_per_bohr": 0.012,
  "homo_ev": -11.192,
  "total_energy_ha": -1453.0853,
  "gap_ev": 8.56,
  "symbols": ["Sn", "C", "C", "N", "C", "C", "C", "C", "C", "C", "C", "N", "C", "C", "N", "N", "H", "H", "H", "H", "H", "H", "H", "H", "H", "H", "H", "H", "H", "H", "H", "H", "H", "H", "O", "C", "O", "C", "C", "C", "C", "C", "C", "C", "C", "C", "N", "H", "H", "H", "H", "H", "H"],
  "positions_angstrom": [[0.076, -0.518, 0.391], [-3.357, 0.585, -0.406], [-3.694, -0.499, 0.612], [-2.733, -1.609, 0.603], [-2.913, -2.584, -0.462], [-1.980, -2.421, -1.647], [-2.198, -3.223, -2.761], [-1.401, -3.062, -3.879], [-0.437, -2.067, -3.878], [-0.273, -1.303, -2.740], [0.730, -0.179, -2.684], [0.307, 0.808, -1.680], [-0.880, 1.560, -2.136], [-1.630, 2.249, -1.005], [-2.116, 1.275, -0.026], [-1.007, -1.503, -1.635], [-4.200, 1.284, -0.462], [-3.228, 0.144, -1.396], [-4.717, -0.852, 0.435], [-3.668, -0.050, 1.608], [-2.794, -2.090, 1.491], [-3.940, -2.551, -0.845], [-2.761, -3.590, -0.067], [-2.994, -3.956, -2.748], [-1.549, -3.685, -4.750], [0.175, -1.888, -4.752], [0.834, 0.273, -3.675], [1.694, -0.595, -2.386], [1.074, 1.456, -1.521], [-1.553, 0.856, -2.625], [-0.592, 2.307, -2.881], [-2.454, 2.826, -1.439], [-0.959, 2.947, -0.499], [-2.286, 1.756, 0.851], [3.978, -2.077, -0.441], [3.023, -1.464, -0.020], [1.807, -1.546, -0.483], [3.214, -0.521, 1.163], [4.323, -0.694, 2.011], [4.450, 0.121, 3.099], [3.503, 1.146, 3.318], [3.580, 2.059, 4.395], [2.661, 3.062, 4.525], [1.612, 3.191, 3.592], [1.500, 2.313, 2.550], [2.441, 1.273, 2.390], [2.306, 0.411, 1.344], [5.032, -1.475, 1.778], [5.272, -0.006, 3.793], [4.382, 1.951, 5.115], [2.735, 3.767, 5.342], [0.898, 3.996, 3.709], [0.706, 2.391, 1.816]],
  "forces_ev_per_a": [[0.015, -0.134, -0.284], [0.144, -0.037, 0.157], [0.243, 0.002, -0.158], [-0.057, -0.050, 0.109], [0.116, 0.194, 0.066], [-0.035, 0.041, -0.186], [0.047, 0.020, -0.035], [-0.056, -0.025, 0.077], [0.060, 0.019, -0.051], [-0.034, -0.062, -0.028], [0.154, -0.115, -0.150], [0.040, -0.056, 0.341], [-0.154, 0.153, 0.094], [0.027, -0.219, -0.033], [0.050, -0.012, 0.011], [-0.040, -0.076, 0.155], [-0.005, 0.005, -0.073], [-0.014, -0.003, -0.006], [-0.027, 0.025, -0.010], [-0.059, -0.046, 0.017], [0.085, 0.067, -0.004], [-0.001, -0.094, -0.070], [-0.009, 0.003, 0.048], [0.002, 0.002, 0.019], [0.007, 0.011, -0.013], [0.011, 0.039, 0.025], [-0.070, 0.020, 0.008], [-0.072, 0.104, -0.081], [0.034, -0.015, 0.029], [0.061, -0.019, -0.053], [0.022, -0.044, -0.041], [0.071, 0.102, -0.039], [-0.050, 0.027, 0.038], [0.070, -0.079, 0.016], [-0.162, 0.114, 0.023], [0.159, -0.172, 0.162], [-0.542, 0.243, 0.181], [-0.086, 0.033, -0.081], [0.144, 0.000, 0.086], [-0.028, -0.075, -0.089], [-0.161, 0.046, -0.176], [0.000, 0.055, 0.106], [0.084, -0.058, 0.021], [-0.069, -0.003, -0.081], [-0.020, -0.038, -0.028], [0.141, 0.079, 0.221], [-0.009, -0.046, -0.237], [-0.016, 0.000, 0.000], [0.003, 0.026, -0.005], [0.020, 0.020, -0.036], [0.004, -0.023, 0.017], [-0.012, -0.020, -0.024], [-0.030, 0.074, 0.044]]
}



{
  "formula": "C21H24N6O3S2",
  "method": "ωB97M-V/def2-TZVPD",
  "fmax_ha_per_bohr": 0.028,
  "homo_ev": -8.719,
  "smiles": "CCN(CC)S(=O)(=O)c1ccc2c(c1)nc(SCn1nnc3ccccc3c1=O)n2CC",
  "total_energy_ha": -2165.2568,
  "gap_ev": 8.79,
  "symbols": ["C", "H", "H", "H", "C", "N", "S", "O", "O", "C", "C", "C", "N", "C", "N", "C", "C", "C", "H", "H", "C", "C", "H", "H", "H", "H", "H", "S", "C", "N", "N", "N", "C", "C", "C", "C", "C", "C", "C", "O", "H", "H", "H", "H", "H", "H", "H", "C", "C", "H", "H", "H", "H", "H", "H", "H"],
  "positions_angstrom": [[-1.577, 3.648, -1.754], [-1.729, 2.572, -1.738], [-0.936, 3.892, -2.597], [-2.538, 4.134, -1.898], [-0.955, 4.119, -0.443], [0.323, 3.483, -0.199], [0.604, 2.861, 1.327], [-0.639, 2.849, 2.050], [1.728, 3.509, 1.946], [1.034, 1.156, 0.989], [0.322, 0.489, 0.022], [0.629, -0.853, -0.167], [0.079, -1.769, -1.018], [0.681, -2.895, -0.744], [1.630, -2.796, 0.231], [1.621, -1.485, 0.626], [2.335, -0.787, 1.590], [2.019, 0.546, 1.762], [2.526, 1.150, 2.497], [3.092, -1.264, 2.193], [2.460, -3.857, 0.734], [3.781, -3.933, -0.025], [3.597, -4.136, -1.078], [4.394, -4.733, 0.381], [4.326, -2.996, 0.060], [1.909, -4.794, 0.621], [2.635, -3.674, 1.797], [0.274, -4.407, -1.507], [-1.543, -4.526, -1.078], [-2.137, -3.271, -0.793], [-2.791, -2.683, -1.806], [-3.257, -1.545, -1.703], [-3.099, -0.810, -0.552], [-3.587, 0.500, -0.503], [-3.409, 1.247, 0.640], [-2.752, 0.715, 1.751], [-2.268, -0.575, 1.717], [-2.442, -1.348, 0.570], [-1.897, -2.693, 0.460], [-1.286, -3.304, 1.314], [-1.749, -1.008, 2.558], [-2.602, 1.328, 2.624], [-3.777, 2.261, 0.683], [-4.088, 0.896, -1.372], [-2.020, -4.970, -1.949], [-1.595, -5.171, -0.199], [-0.436, 0.988, -0.555], [1.491, 4.087, -0.813], [2.548, 3.037, -1.124], [3.361, 3.490, -1.687], [2.119, 2.228, -1.710], [2.949, 2.628, -0.201], [1.916, 4.845, -0.144], [1.169, 4.572, -1.737], [-0.847, 5.212, -0.449], [-1.595, 3.843, 0.396]],
  "forces_ev_per_a": [[0.205, 0.121, 0.263], [-0.035, -0.118, -0.014], [0.026, 0.012, -0.149], [-0.117, 0.054, -0.082], [-0.618, 0.042, -0.009], [0.119, -0.392, 1.015], [-0.147, -0.279, -0.086], [-0.122, 0.025, -0.174], [0.136, -0.099, -0.253], [-0.173, 0.618, -0.019], [0.091, -0.224, -0.029], [0.602, -0.198, 0.561], [0.053, 0.004, -0.587], [-0.207, 0.032, -0.307], [-0.212, 0.227, -0.021], [-0.354, 0.569, -0.164], [0.056, -0.020, 0.068], [0.160, 0.038, 0.188], [0.140, -0.005, 0.105], [0.100, -0.007, 0.089], [0.430, -0.315, 0.084], [-0.191, 0.004, 0.172], [0.026, -0.017, -0.100], [0.116, -0.083, 0.012], [0.077, 0.061, -0.024], [0.022, 0.172, 0.145], [-0.089, -0.066, -0.056], [-0.099, -0.174, -0.273], [0.423, -0.396, 0.105], [-0.256, 0.210, 1.103], [0.028, -0.805, -0.990], [-0.491, 0.594, -0.733], [0.523, -0.026, 1.331], [0.045, -0.191, -0.075], [-0.008, -0.031, -0.048], [0.021, -0.138, 0.060], [-0.097, -0.101, -0.001], [-0.350, 0.320, -0.347], [-0.217, -0.115, -0.115], [0.025, 0.007, 0.122], [0.073, -0.016, 0.081], [0.020, 0.029, 0.071], [-0.043, 0.110, -0.020], [-0.061, 0.042, -0.098], [0.008, 0.094, 0.102], [-0.129, 0.161, -0.167], [-0.163, 0.019, -0.175], [0.657, -0.004, -0.165], [-0.029, 0.267, -0.114], [0.121, 0.001, -0.020], [0.000, -0.081, -0.070], [0.152, -0.075, -0.016], [-0.081, 0.048, -0.195], [-0.078, -0.034, 0.093], [0.016, -0.087, 0.085], [-0.099, 0.216, -0.160]]
}



{
  "formula": "C21H25AuF3N2PS4Sb2",
  "method": "ωB97M-V/def2-TZVPD",
  "fmax_ha_per_bohr": 0.006,
  "homo_ev": -7.788,
  "total_energy_ha": -3774.6321,
  "gap_ev": 6.44,
  "symbols": ["Au", "S", "Sb", "S", "S", "S", "N", "N", "H", "H", "H", "H", "F", "C", "C", "C", "C", "C", "C", "Sb", "C", "C", "C", "C", "F", "C", "C", "C", "C", "C", "C", "F", "C", "C", "H", "H", "H", "H", "H", "H", "H", "H", "H", "H", "H", "H", "C", "P", "C", "C", "H", "H", "H", "H", "H", "H", "H", "H", "H"],
  "positions_angstrom": [[1.914, -2.411, 0.468], [-0.314, -6.759, -1.253], [-0.384, -4.552, -0.999], [1.830, -3.568, -1.538], [0.291, -3.875, 1.273], [-1.926, -3.091, -1.730], [1.977, -0.107, 2.630], [1.681, -1.498, 2.445], [1.608, 0.189, 3.528], [1.448, 0.398, 1.924], [0.711, -1.731, 2.666], [2.267, -2.035, 3.075], [0.720, 5.987, 0.582], [0.405, 4.690, 0.412], [1.422, 3.763, 0.334], [1.073, 2.428, 0.158], [-0.255, 2.018, 0.069], [-1.247, 2.997, 0.141], [-0.928, 4.335, 0.314], [-0.688, -0.076, -0.238], [-2.038, -0.248, 1.409], [-2.869, -1.368, 1.496], [-3.686, -1.562, 2.599], [-3.651, -0.632, 3.620], [-4.440, -0.815, 4.695], [-2.834, 0.479, 3.579], [-2.025, 0.663, 2.464], [-2.073, 0.235, -1.819], [-1.643, 0.045, -3.129], [-2.503, 0.253, -4.196], [-3.800, 0.642, -3.926], [-4.644, 0.840, -4.957], [-4.268, 0.823, -2.641], [-3.390, 0.615, -1.585], [2.452, 4.087, 0.402], [1.872, 1.698, 0.066], [-2.291, 2.717, 0.059], [-1.690, 5.102, 0.369], [-2.870, -2.106, 0.700], [-4.336, -2.423, 2.678], [-2.844, 1.184, 4.401], [-1.393, 1.544, 2.421], [-0.633, -0.297, -3.328], [-2.190, 0.101, -5.220], [-5.298, 1.111, -2.480], [-3.752, 0.738, -0.570], [4.528, 0.023, 0.516], [3.670, -1.181, -0.538], [3.133, -0.242, -1.984], [4.990, -2.274, -1.106], [5.382, 0.438, -0.021], [4.872, -0.455, 1.432], [3.855, 0.829, 0.796], [3.985, 0.241, -2.463], [2.413, 0.514, -1.672], [2.644, -0.921, -2.682], [5.747, -1.701, -1.643], [4.571, -3.041, -1.757], [5.445, -2.760, -0.244]],
  "forces_ev_per_a": [[-0.105, -0.079, -0.248], [-0.062, 0.085, -0.019], [0.265, 0.030, 0.182], [0.045, 0.039, 0.134], [-0.121, -0.061, -0.074], [-0.039, -0.022, 0.054], [0.017, 0.012, -0.040], [0.022, -0.069, 0.018], [-0.021, 0.012, 0.054], [0.005, 0.049, -0.063], [-0.057, -0.022, -0.014], [0.049, 0.025, 0.025], [0.007, 0.043, 0.005], [0.005, -0.047, -0.007], [0.004, -0.003, 0.000], [-0.035, 0.044, 0.003], [-0.002, 0.028, 0.005], [0.006, 0.050, 0.005], [-0.022, -0.020, -0.002], [0.050, -0.072, -0.227], [0.076, -0.046, 0.001], [0.024, -0.053, 0.003], [-0.002, -0.006, -0.007], [0.019, 0.012, -0.038], [-0.023, -0.007, 0.034], [0.004, 0.001, 0.014], [-0.003, 0.033, 0.011], [-0.064, 0.074, 0.091], [0.010, 0.025, -0.014], [0.007, 0.008, -0.001], [0.020, -0.017, 0.029], [-0.024, 0.009, -0.027], [-0.004, 0.001, 0.005], [0.018, 0.015, -0.014], [-0.016, -0.005, -0.002], [-0.001, -0.010, 0.053], [0.023, 0.009, -0.002], [0.006, -0.009, 0.000], [-0.010, 0.032, 0.000], [0.005, 0.011, -0.002], [0.001, -0.007, -0.008], [-0.021, -0.038, 0.004], [-0.020, -0.001, 0.004], [0.000, 0.000, 0.011], [0.008, -0.004, 0.000], [-0.007, -0.010, 0.007], [-0.005, 0.027, -0.071], [-0.030, 0.046, 0.177], [-0.010, -0.002, 0.014], [0.006, -0.038, -0.022], [0.007, -0.013, -0.005], [0.005, -0.026, -0.005], [-0.030, 0.007, 0.036], [0.010, -0.007, -0.001], [-0.001, -0.014, -0.060], [-0.004, -0.018, 0.004], [0.000, 0.004, 0.002], [0.013, 0.007, 0.005], [0.002, -0.014, -0.015]]
}